(1)
Computed, not measured: a structure of composition C20H25BrDyN3O5 in a non-equilibrium geometry, with ωB97M-V/def2-TZVPD.

```
55
Properties=species:S:1:pos:R:3:forces:R:3
H -0.81252 5.03234 1.78982 -0.056 0.009 -0.008
C 0.09833 -1.71434 2.26115 -0.108 -0.051 -0.092
C 3.93699 0.11330 -3.28588 0.113 -0.101 -0.044
O 0.59173 -2.04826 -0.86873 0.800 -0.265 0.284
O -0.81508 -1.17232 1.57438 0.033 -0.243 0.348
H -1.75629 3.54591 1.51936 -0.019 0.002 0.004
H 1.64745 -0.66048 3.31980 0.049 -0.004 -0.006
O -0.51789 1.68166 0.89174 0.150 0.259 -0.037
C -1.69125 -0.41017 -2.90363 0.017 -0.058 -0.047
H -1.60698 1.72400 -3.13297 -0.005 0.009 -0.002
H 1.07199 4.89166 3.26766 -0.008 0.003 0.031
C 1.12526 3.80672 3.31182 -0.112 -0.004 -0.168
H 2.13744 3.52007 3.04275 0.006 -0.013 0.035
C 1.91098 -2.06136 -0.93017 -0.579 0.063 0.032
C 2.09828 1.27159 -2.33739 0.435 -0.050 -0.235
H -3.29843 -2.03757 -0.39805 -0.013 -0.006 -0.005
C -1.08056 4.05697 2.19379 0.103 -0.022 -0.012
H -1.18530 -4.48789 2.25593 -0.010 -0.008 -0.002
C 1.45822 -1.02621 2.30886 0.072 -0.059 0.024
N -0.07410 -2.83763 2.90969 0.092 -0.024 0.045
H 1.76984 -2.80676 3.95414 0.026 -0.027 0.005
H 1.92266 1.33120 2.93274 0.003 0.019 0.008
C 3.20828 1.28444 -3.16820 -0.122 0.049 0.084
H -1.66666 -3.82033 3.83134 -0.025 -0.017 -0.007
H -1.55465 4.19079 3.16471 -0.002 -0.008 0.009
O 1.48688 0.05035 1.36910 -0.143 0.014 0.019
H -3.77560 0.29410 0.28017 -0.020 0.011 -0.010
C 1.62473 1.36974 1.88635 0.087 -0.033 0.089
H 2.24248 -1.72951 2.02711 0.007 -0.002 -0.027
H -1.94520 -2.49020 -2.41698 -0.011 -0.007 -0.027
N 0.14287 3.26645 2.35984 0.133 0.079 0.020
H -2.93285 2.17750 -1.09020 -0.002 0.006 -0.008
C 1.00967 -3.51310 3.63694 -0.155 0.109 -0.040
Br 1.14344 2.87586 -2.05395 -0.152 -0.056 0.079
C -3.19934 0.10026 -0.61482 -0.019 -0.056 0.048
H 3.48999 2.18690 -3.69013 0.012 -0.008 -0.004
C -2.17480 -1.47134 -2.13780 0.020 -0.070 -0.041
C -1.96987 0.90293 -2.53006 0.017 0.042 -0.010
H 4.12359 -1.93774 -2.59433 0.012 0.006 -0.011
C -1.34086 -3.57117 2.82377 0.111 0.052 0.040
C 3.55914 -1.01672 -2.56862 -0.028 0.117 0.007
C 0.32923 2.15005 1.69554 -0.124 -0.134 0.127
H -2.08394 -2.95132 2.33805 -0.028 -0.017 -0.003
H 0.58701 -3.97111 4.52749 0.010 -0.043 -0.009
N 1.68834 0.18943 -1.69577 -0.114 0.088 -0.054
H 0.89006 3.48106 4.32442 0.031 0.007 0.022
O 2.65826 -2.76632 -0.30448 0.062 -0.136 -0.068
H -1.10529 -0.61001 -3.79110 -0.001 0.000 -0.012
C -2.72215 1.15792 -1.38296 0.019 0.068 -0.005
Dy -0.33062 -0.19974 -0.35661 -0.854 0.540 -0.420
C -2.92856 -1.21544 -0.99586 -0.044 -0.027 0.054
H 1.45563 -4.27921 3.00374 0.020 -0.020 0.021
H 4.81145 0.08959 -3.92309 -0.007 -0.004 0.001
H 2.41723 1.87186 1.32535 0.026 -0.021 -0.002
C 2.41836 -0.93800 -1.80270 0.298 0.043 -0.022
```
Forces are in eV/Å.

## Properties
Multiplicity   6
HOMO level (spin up / spin down)   -15.1403 / -15.1409 eV
Max |F|   1.09 eV/A
Expectation value of S²   9.34
Frontier orbital gap (spin up / spin down)   9.54 / 9.55 eV
E   -129970.92932 eV
Lowest unoccupied orbital energy (spin up / spin down)   -5.597 / -5.590 eV
Total charge   +2


(2)
Computed, not measured: a structure of composition C20H25BrF6KN8O4S3, with ωB97M-V/def2-TZVPD.

```
68
Properties=species:S:1:pos:R:3:forces:R:3
H 3.16828 -2.69436 2.07717 0.008 -0.002 -0.008
C 1.22909 -3.48743 1.70180 0.108 0.040 -0.040
C -2.95514 2.10376 -0.78709 0.005 0.024 0.022
H 2.51139 1.29429 -0.10224 0.027 0.017 -0.014
H -1.23318 -3.62342 1.95657 -0.006 -0.013 0.003
H -2.63303 -4.28074 0.11172 0.003 0.020 -0.021
S -0.05020 -0.27890 -3.85567 0.008 -0.003 0.074
H 2.32910 -5.19996 -0.67723 -0.018 -0.009 -0.005
H 1.89353 -6.91068 -0.70689 0.004 0.001 -0.012
C -3.29596 -0.84240 2.59963 0.069 0.105 -0.026
N 1.00769 1.32686 1.28268 -0.017 -0.066 0.012
Br -0.64938 5.88044 -2.03534 -0.004 -0.015 0.009
O 0.80598 -3.40704 -2.50400 0.002 0.020 -0.020
H -4.66786 2.90276 -1.80615 -0.002 -0.007 0.004
F 3.76295 -3.42394 -2.15648 -0.012 0.025 0.002
H 2.15604 4.88876 2.20852 0.002 0.002 -0.003
F -0.17538 2.33132 -3.75256 0.039 -0.021 -0.019
F 1.36964 1.47923 -2.49771 0.001 -0.005 0.024
F 4.00701 -1.54813 -3.21178 -0.021 -0.031 0.012
C 0.75295 1.37188 -3.67992 -0.009 -0.021 -0.005
H -1.34455 -5.38598 1.98600 0.006 0.009 -0.029
C -0.79976 1.42376 2.90223 -0.020 0.010 0.006
N -1.43696 0.41956 2.42376 0.112 0.217 0.076
H 1.96494 -6.09977 1.63571 -0.003 -0.004 0.014
H -3.45142 4.97638 -2.50325 -0.001 0.001 0.001
H 3.14129 -3.88084 0.77379 -0.009 0.000 0.013
H 0.36610 -6.64236 1.18806 0.013 0.007 0.005
H 3.03882 -4.41790 2.45340 -0.012 -0.008 0.008
H 0.23048 3.83268 3.37222 0.002 0.000 0.004
H 3.32963 3.59563 0.40810 0.007 -0.009 -0.008
C 0.36170 2.01408 2.23465 -0.051 -0.001 -0.028
C 2.49269 3.17643 0.94890 -0.017 -0.018 0.023
C 3.22841 -2.62443 -3.09182 0.031 0.017 0.008
N -1.67995 2.24658 -0.43475 0.131 -0.159 -0.012
N 0.62676 -2.37501 1.90419 -0.059 0.194 -0.096
N -4.22308 -1.36111 3.47264 -0.097 -0.031 -0.037
H -4.32268 -0.85788 4.34002 0.014 -0.005 0.008
O -0.62660 -0.23519 -5.16189 0.008 0.005 0.016
C -0.95599 -4.52911 1.42301 0.007 -0.020 0.045
H -5.05638 -1.72637 3.04480 0.035 0.004 0.028
H 0.70514 -5.66247 -1.12706 -0.014 -0.002 -0.009
F 1.65373 1.58160 -4.64082 -0.002 0.010 -0.007
H -1.44480 -5.44864 -0.49300 0.004 -0.005 -0.009
C -1.56772 -4.49755 0.02979 0.001 -0.016 0.001
C 0.77034 3.30289 2.59796 -0.005 -0.010 0.006
H 0.01164 3.42395 -0.51007 -0.024 0.017 -0.011
S 1.52440 -2.16749 -2.56237 0.027 0.131 -0.038
H 1.28146 -1.62689 2.10631 0.077 -0.060 0.051
C -3.63385 3.05899 -1.53068 -0.003 0.000 -0.001
C 1.52990 -5.90895 -0.46358 0.021 -0.015 0.006
H -1.15002 1.90300 3.81820 0.018 -0.002 0.020
C 2.03516 1.89800 0.66379 0.022 0.017 0.013
C 2.73347 -3.63762 1.75513 -0.028 0.038 -0.009
H -1.10625 -3.71915 -0.57992 -0.007 -0.012 0.005
F 3.22983 -3.28246 -4.24814 -0.012 -0.001 -0.007
K -0.55237 -0.56146 -0.04172 -0.137 -0.121 0.160
C -1.64175 4.34373 -1.53934 -0.019 0.010 -0.004
C 1.83887 3.88646 1.94744 0.028 0.022 -0.018
O -0.91017 -0.34876 -2.70064 -0.020 -0.046 -0.104
S -3.40471 -1.34487 0.96302 -0.079 -0.023 0.063
C -2.96411 4.20792 -1.91849 0.009 0.010 -0.007
O 1.71986 -1.45593 -1.32049 0.005 0.014 -0.107
C -1.03066 3.34271 -0.80315 0.024 0.023 0.004
N 1.16489 -1.26965 -3.80633 0.029 -0.043 0.009
N 0.50269 -4.61554 1.44123 -0.064 -0.037 -0.026
H -3.43536 1.18975 -0.45156 -0.023 -0.020 -0.006
C 1.10702 -5.86018 1.00275 -0.006 -0.022 0.015
N -2.46993 0.01127 3.18684 -0.107 -0.132 -0.020
```
Forces are in eV/Å.

## Properties
HOMO level   -4.5291 eV
Max |F|   0.26 eV/A
Frontier orbital gap   6.69 eV
ΔE to the lowest compared entry with this formula, charge and spin   3.6 kcal/mol
E   -176438.66209 eV
Lowest unoccupied orbital energy   2.161 eV
Total charge   -1


(3)
Computed, not measured: a structure of composition C20H25BrN2O10PSn, with ωB97M-V/def2-TZVPD.

```
60
Properties=species:S:1:pos:R:3:forces:R:3
H 1.74137 2.15773 4.42173 -0.001 0.001 0.001
H 0.23260 0.71253 7.51308 -0.002 -0.002 0.002
N -2.52362 -0.93122 1.06567 -0.016 0.020 -0.019
C -0.59162 3.73229 3.94649 -0.008 0.004 0.003
H 2.04169 0.60272 3.62509 -0.003 -0.002 -0.003
H 0.24905 3.06409 -2.02315 0.003 -0.007 0.000
H -0.72927 3.72577 1.23353 0.020 -0.004 -0.014
O 1.26245 0.03033 0.27269 0.001 -0.025 0.062
H -2.23007 4.46357 1.82224 0.000 -0.001 0.000
C -2.81957 2.61701 3.74675 -0.006 0.017 -0.001
C 0.98532 1.16220 6.86501 0.005 0.002 0.006
O 0.39502 -2.47583 -1.11512 -0.017 -0.008 -0.027
O -2.25257 -0.24657 3.63704 0.000 -0.008 -0.001
O -4.53390 0.02750 -2.57631 0.005 0.000 -0.015
C -1.67758 -1.43800 -0.84122 0.002 0.011 0.011
H 2.18409 1.83349 1.56398 0.003 -0.002 0.002
C 0.82128 3.32277 -1.14314 -0.006 0.008 -0.001
H 2.33996 -1.13185 6.17133 0.000 0.002 0.000
C -3.34106 -0.40115 0.15426 -0.002 -0.021 -0.002
O -2.43712 0.36788 -3.20104 -0.015 0.034 -0.031
C 1.35143 -1.03073 5.71802 -0.004 0.007 0.001
C 2.25699 3.94882 1.15341 0.000 -0.002 0.003
H -3.46140 1.98406 3.13688 0.000 0.002 -0.001
O 0.14559 -0.64661 2.83158 -0.006 -0.021 0.003
H -2.69306 2.12993 4.71320 0.001 0.002 0.000
H 0.61517 -1.49525 6.37563 -0.001 0.001 0.001
C 0.77905 0.89406 -0.55144 -0.068 0.011 -0.073
H -4.21238 0.16579 0.43657 -0.003 0.001 -0.003
H -0.43052 3.25141 4.91185 0.000 -0.001 -0.003
O -0.87472 -2.15075 -2.94010 -0.003 0.018 -0.044
H -1.54066 0.23025 -2.84630 0.031 -0.051 -0.017
C -1.48066 2.86481 3.06408 0.004 -0.012 0.004
H 2.81020 4.19595 2.05125 0.002 0.001 0.001
C 2.01276 1.11427 4.58551 0.007 0.003 0.006
Sn 0.74798 -1.90945 0.96392 0.011 0.006 -0.005
N -1.50429 -1.56582 0.46905 0.032 0.021 -0.013
H 1.34449 -1.54871 4.76108 0.000 -0.002 -0.007
C 1.01637 0.44282 5.52431 -0.004 0.007 -0.017
C -3.35515 -0.10403 -2.35871 -0.022 0.005 0.060
C 1.92089 2.63065 0.88413 -0.007 0.005 0.001
H 1.95905 1.09298 7.35295 0.002 0.001 0.002
C -0.64885 -2.06188 -1.74902 0.054 -0.021 0.061
C -1.68885 3.52221 1.70783 -0.015 0.003 0.005
H -3.30913 3.58135 3.89933 -0.005 0.000 0.000
P -0.84399 0.23813 3.54211 0.023 0.009 -0.002
H 0.73878 2.21586 6.72645 0.001 -0.001 0.000
H 0.37131 3.89373 3.45994 0.006 0.001 -0.006
C 1.20448 2.31763 -0.26326 0.012 -0.005 0.020
O -0.34120 0.55527 5.03231 -0.007 -0.018 0.009
H 3.00793 1.08009 5.03382 0.002 0.002 0.002
H -1.06367 4.70256 4.11400 0.002 0.004 0.000
C 1.87876 4.96232 0.28351 0.003 0.002 0.003
H -2.53038 -0.78591 2.10281 0.014 -0.002 0.015
Br 0.63210 6.01647 -2.04419 0.001 0.006 -0.006
O -0.75717 1.64309 2.77445 0.006 -0.003 -0.014
H -2.26304 2.86330 1.05455 0.002 -0.001 0.000
H 2.12971 5.99440 0.48669 0.000 0.000 0.001
C 1.16429 4.63056 -0.85635 -0.001 -0.005 0.005
C -2.83465 -0.69347 -1.09967 -0.032 0.011 -0.001
O 0.03549 0.67597 -1.50033 0.001 0.001 0.034
```
Forces are in eV/Å.

## Properties
HOMO level   -6.3151 eV
Max |F|   0.10 eV/A
Frontier orbital gap   8.72 eV
ΔE to the lowest compared entry with this formula, charge and spin   7.1 kcal/mol
E   -129774.25589 eV
Lowest unoccupied orbital energy   2.402 eV
Total charge   -1


Question: total charge of number 1 (C20H25BrDyN3O5)?
Answer: +2


Question: The highest total charge belongs to which entry?
Answer: C20H25BrDyN3O5